No. 1
DFT (ωB97M-V/def2-TZVPD) results for a cluster of 2 separate species, C3H12N2O in total.

The geometry in ORCA input format:
```
! RIJCOSX wB97M-V def2-TZVPD def2/J DEFGRID3
* xyz 0 1
C -1.2505 -0.5435 1.7351
C -0.9394 -1.7747 0.8953
O -1.9829 -2.0717 0.0020
H -1.8238 -0.7898 2.6273
H -0.3115 -0.0856 2.0552
H -1.8543 0.1412 1.1497
H -0.7113 -2.6354 1.5127
H 0.0046 -1.6038 0.3630
H -2.3953 -2.9028 0.2791
N 0.1455 1.6292 -0.9551
C 1.3728 0.8711 -1.2426
N 2.5137 1.7083 -1.5748
H -0.6409 1.0246 -1.1170
H 0.1564 1.9381 0.0046
H 1.6426 0.2183 -0.4066
H 1.1660 0.2308 -2.1093
H 2.2519 2.2624 -2.3879
H 2.6564 2.3834 -0.8306
*
```

## Properties
- SMILES = CCO.NCN
- largest force on an atom (eV/A) = 0.9
- relative energy (zero: lowest compared OMol25 entry of this formula, charge and spin) (eV) = 0.584
- HOMO level (eV) = -9.41

No. 2
DFT (ωB97M-V/def2-TZVPD) results for a cluster of 2 separate species, CH4OS in total at a distorted geometry.

The geometry in ORCA input format:
```
! RIJCOSX wB97M-V def2-TZVPD def2/J DEFGRID3
* xyz 0 1
C -1.3044 0.0372 0.1612
O 0.8316 -0.6184 0.5457
S 1.9479 0.2913 0.0382
H -0.8068 0.9632 0.2458
H -1.7590 -0.3813 1.1265
H -1.3406 -0.3645 -0.8478
H 2.4312 0.0724 -1.2696
*
```

## Properties
- largest force on an atom (eV/A) = 2.2
- relative energy (zero: lowest compared OMol25 entry of this formula, charge and spin) (eV) = 3.368
- HOMO level (spin up / spin down) (eV) = -9.04 / -8.12

No. 3
DFT (ωB97M-V/def2-TZVPD) results for a structure of composition C7H13NO2PZr at a distorted geometry.

The geometry in ORCA input format:
```
! RIJCOSX wB97M-V def2-TZVPD def2/J DEFGRID3
* xyz 1 1
C -0.6193 -2.7793 -0.9811
C 0.1973 -2.9905 0.1774
C 1.5216 -2.5123 -0.1089
C 1.5535 -2.0361 -1.4648
C 0.2327 -2.1394 -2.0113
Zr -0.2932 -0.4233 -0.2633
P -2.8228 -0.6538 0.1529
H -1.6189 -3.1967 -1.1661
H -0.1203 -3.4853 1.0935
H 2.3627 -2.5306 0.5789
H -0.0550 -1.9897 -3.0615
H 2.4227 -1.6430 -1.9863
H -3.3752 0.0815 1.2423
H -3.4503 -1.9084 0.4356
H -3.7161 -0.2039 -0.8691
N 1.3298 3.6994 0.4336
C 0.4331 2.9927 1.3993
C 0.3761 1.6379 0.8690
O 0.1282 0.5592 1.5401
O 0.5468 1.5120 -0.4149
H 2.3076 3.4639 0.6511
H 1.2659 4.7166 0.4868
H 1.1109 3.3441 -0.5196
H 0.8445 3.0327 2.4100
H -0.5625 3.4523 1.3765
*
```

## Properties
- largest force on an atom (eV/A) = 4.1
- HOMO level (spin up / spin down) (eV) = -8.41 / -8.39

No. 4
DFT (ωB97M-V/def2-TZVPD) results for a structure of composition C15H14BrN3O3Pb at a distorted geometry.

The geometry in ORCA input format:
```
! RIJCOSX wB97M-V def2-TZVPD def2/J DEFGRID3
* xyz 0 1
Pb -2.1464 -0.5679 -0.2001
Br -1.6444 2.5418 1.4035
C -0.0199 1.6762 1.0721
C 1.1413 2.1481 1.6257
C 2.2543 1.3334 1.4178
C 2.1533 0.1199 0.7768
C 0.9766 -0.2117 0.2241
N -0.0967 0.5097 0.3999
C 0.8305 -1.5009 -0.6439
O 1.9111 -2.0826 -0.8727
O -0.3430 -1.7911 -0.9922
H 1.1742 3.1109 2.1128
H 3.1583 1.6514 1.8776
H 3.0177 -0.5342 0.6634
C -2.0827 -1.5965 1.8952
C -1.0620 -2.2971 2.4493
C -0.4393 -3.4372 1.7572
C 0.7320 -3.9786 2.3033
C 1.2899 -3.3875 3.4704
C 0.7581 -2.3072 4.1874
C -0.4980 -1.8322 3.6774
H -0.7781 -3.7483 0.8008
H 1.1206 -4.8829 1.7974
H 2.2480 -3.7590 3.8968
H 1.2150 -1.9031 5.0822
H -1.0765 -1.1334 4.2076
C -2.0252 4.0181 -4.1581
N -1.3093 2.7632 -4.5267
C -1.2207 1.7387 -3.6123
N -0.3147 0.7712 -3.9901
O -1.8725 1.7181 -2.5970
H -1.5062 4.5293 -3.3311
H -3.0905 3.8633 -3.8439
H -2.0056 4.6585 -5.0125
H -0.4451 2.9292 -5.0236
H 0.0382 0.8266 -4.9626
H -0.0423 0.0437 -3.3317
*
```

## Properties
- largest force on an atom (eV/A) = 3.5
- HOMO level (spin up / spin down) (eV) = -6.50 / -7.15

No. 5
DFT (ωB97M-V/def2-TZVPD) results for a cluster of 2 separate species, C4H5NO2 in total at a distorted geometry.

The geometry in ORCA input format:
```
! RIJCOSX wB97M-V def2-TZVPD def2/J DEFGRID3
* xyz 0 1
C 0.1126 -1.4894 -0.3655
C -0.4040 -0.0752 -0.3979
C -1.1038 0.3886 0.8689
O -1.5391 1.4993 1.0274
C 1.6608 1.7185 1.0255
O 1.8440 2.7896 0.6999
N -0.3060 0.7641 -1.3457
H -0.7200 -2.2032 -0.3831
H 0.7634 -1.6943 -1.2198
H 0.6779 -1.6687 0.5567
H -1.1780 -0.3782 1.6708
H 0.1922 0.3488 -2.1373
*
```

## Properties
- largest force on an atom (eV/A) = 1.4
- relative energy (zero: lowest compared OMol25 entry of this formula, charge and spin) (eV) = 1.569
- HOMO level (eV) = -10.05

No. 6
DFT (ωB97M-V/def2-TZVPD) results for a cluster of 2 separate species, C4H8N2S in total at a distorted geometry.

The geometry in ORCA input format:
```
! RIJCOSX wB97M-V def2-TZVPD def2/J DEFGRID3
* xyz 0 1
C -0.2079 0.1337 0.1229
C 1.9390 -1.9840 -0.8335
C -0.9378 1.4106 0.0713
C -0.5167 -0.6841 1.3562
N 0.6000 -0.0416 -0.8141
N 1.7705 -2.3248 -2.0482
S 2.8759 -2.4821 0.3552
H -0.5832 2.0691 -0.8182
H -1.9465 1.3623 0.1580
H -0.6642 1.9949 0.9036
H -0.5283 0.0351 2.0706
H -1.4153 -1.1290 1.3588
H 0.2122 -1.4973 1.5183
H 1.0546 -1.8123 -2.5829
H 2.1382 -3.1964 -2.3853
*
```

## Properties
- largest force on an atom (eV/A) = 4.6
- relative energy (zero: lowest compared OMol25 entry of this formula, charge and spin) (eV) = 4.196
- HOMO level (spin up / spin down) (eV) = -8.29 / -7.34